Formula: C5HF7
Source: OMol25
Level of theory: ωB97M-V/def2-TZVPD

```
13
Properties=species:S:1:pos:R:3
F -2.82 -2.39 -0.04
C -2.30 -1.51 0.78
F -2.04 -2.04 1.94
C -2.18 -0.19 0.53
F -1.68 0.62 1.47
C -2.51 0.51 -0.77
F -1.76 1.60 -1.08
F -2.44 -0.31 -1.87
F -3.78 1.03 -0.69
C 0.88 -0.60 -0.78
C 1.52 -1.57 -1.02
F 2.03 -2.60 -1.56
H 0.30 0.28 -0.57
```

The net charge is 0. The value obtained for the HOMO-LUMO gap is 11.163 eV. The HOMO energy comes out at -10.6 eV. Its SMILES is FC(F)=C(F)C(F)(F)F.C#CF. For the relative energy (zero: lowest compared OMol25 entry of this formula, charge and spin), the calculation gives 314.0 kJ/mol. Its LUMO energy is 0.579 eV.